Record 1
Formula: C3H8N2O
Source: OMol25
Level of theory: the ωB97M-V functional and the def2-TZVPD basis

```
14
Properties=species:S:1:pos:R:3:lowdin_charge:R:1
C 0.2473 -1.4670 -0.2874 -0.068
N -0.1748 -1.1957 0.8627 -0.110
C -1.2439 -2.0294 1.3896 -0.138
H 1.1495 -1.0480 -0.7176 0.067
H -0.3221 -2.0895 -0.9820 0.087
H -2.1990 -1.7891 0.9049 0.082
H -1.1036 -3.0922 1.1690 0.074
H -1.3154 -1.8932 2.4598 0.064
N 0.1643 1.7792 0.3996 0.118
C 0.6069 1.9810 -0.8659 -0.433
O 0.5347 1.2160 -1.7950 -0.003
H 0.5642 2.4461 1.0414 0.086
H 0.0657 0.8525 0.8246 0.056
H 1.0524 2.9751 -1.0180 0.119
```

- SMILES string = C=NC.NC=O
- energy relative to the best compared isomer or geometry (same formula, charge and spin) (eV) = 1.711


Record 2
Formula: C3H8N2O
Source: OMol25
Level of theory: the ωB97M-V functional and the def2-TZVPD basis

```
14
Properties=species:S:1:pos:R:3:lowdin_charge:R:1
C -0.6260 0.2009 -1.4158 -0.211
C -1.1382 1.5638 -1.6764 -0.020
C 1.5441 -0.9214 1.5281 -0.087
N -0.3725 -0.9154 -1.8255 0.141
N 0.2473 -0.9022 0.7643 -0.284
O -0.3176 0.3079 0.4799 -0.215
H -0.3283 2.2028 -1.6094 0.066
H -1.7672 1.8417 -0.9337 0.046
H -1.5963 1.6645 -2.6630 0.099
H 1.8070 -1.8987 1.3880 0.025
H 2.3340 -0.2604 1.0370 0.095
H 1.2772 -0.5391 2.6179 0.112
H 0.2025 -1.4709 -1.0822 0.098
H -0.3672 -1.5589 1.3279 0.134
```

- energy relative to the best compared isomer or geometry (same formula, charge and spin) (eV) = 4.855


Record 3
Formula: C3H8N2O
Source: OMol25
Level of theory: the ωB97M-V functional and the def2-TZVPD basis

```
14
Properties=species:S:1:pos:R:3:lowdin_charge:R:1
H -0.7546 -0.4806 -2.0781 0.059
N -1.0500 -0.6417 -1.1196 0.059
C -1.4754 0.4250 -0.5544 -0.344
N -2.0709 1.4647 -1.2084 0.079
H -1.5103 0.5404 0.5274 0.114
H -1.8341 1.6527 -2.1740 0.098
H -2.6335 2.1530 -0.7538 0.083
C 2.4088 -0.2116 1.3061 0.009
C 1.2508 -0.8867 1.2365 -0.319
O 1.0278 -1.9219 0.3816 -0.063
H 3.3555 -0.5865 0.9401 0.053
H 2.3787 0.7511 1.7967 0.039
H 0.4978 -0.6857 1.9972 0.098
H 0.4093 -1.5721 -0.2973 0.035
```

- SMILES string = [H]/N=C\N.C=CO
- energy relative to the best compared isomer or geometry (same formula, charge and spin) (eV) = 2.557


| no. | LUMO (eV) |
| --- | --- |
| 1 | 1.05 |
| 2 | 1.01 |
| 3 | 0.75 |